Entry 1:
10
Properties=species:S:1:pos:R:3 method="wB97M-V/def2-TZVPD" homo_ev=-8.9190 e_above_lowest_kcal_mol=45.5 orbital_gap_ev=9.77 lumo_ev=0.8
C -0.994 0.276 -1.152
N 2.250 -3.474 0.790
N 1.746 -2.472 0.869
N -0.273 0.559 -0.161
N -0.361 1.692 0.558
S 0.969 -1.152 0.627
H -1.839 0.950 -1.554
H -0.638 -0.536 -1.691
H 0.304 1.961 1.356
H -1.164 2.196 0.359



Entry 2:
153
Properties=species:S:1:pos:R:3 method="wB97M-V/def2-TZVPD" homo_ev=-9.2880 e_above_lowest_kcal_mol=40.4 orbital_gap_ev=9.64 lumo_ev=0.4
C 0.132 2.093 -7.017
C -1.039 2.134 -6.067
O -0.605 2.255 -4.676
H -0.327 2.117 -8.057
H 0.697 1.167 -6.857
H 0.860 2.924 -6.884
H -1.622 1.224 -6.112
H -1.682 2.978 -6.149
H 0.115 1.679 -4.553
C -0.341 -2.082 5.918
C -1.121 -2.383 4.661
O -0.451 -3.380 3.887
H -0.228 -2.983 6.547
H -0.616 -1.206 6.558
H 0.678 -1.877 5.581
H -1.254 -1.420 4.012
H -2.120 -2.801 4.908
H -0.733 -3.272 2.965
C -3.155 -5.031 2.469
C -3.141 -3.570 2.029
O -1.806 -3.306 1.511
H -2.361 -5.145 3.204
H -3.099 -5.712 1.648
H -4.096 -5.190 2.904
H -3.370 -2.984 2.930
H -3.925 -3.309 1.266
H -1.857 -2.330 1.409
C 0.348 2.454 6.546
C 0.811 1.454 5.502
O 2.194 1.646 5.101
H 0.905 2.416 7.491
H -0.668 2.237 6.772
H 0.458 3.445 6.157
H 0.161 1.572 4.595
H 0.748 0.456 5.915
H 2.499 0.838 4.689
C -1.815 3.069 3.460
C -2.738 2.659 2.306
O -1.982 2.294 1.216
H -1.012 2.335 3.657
H -2.411 3.072 4.401
H -1.376 4.032 3.262
H -3.431 3.453 2.098
H -3.266 1.796 2.714
H -2.229 2.754 0.416
C -4.281 -2.738 -3.062
C -3.762 -2.205 -1.709
O -4.808 -2.338 -0.783
H -3.535 -3.022 -3.771
H -4.833 -1.972 -3.622
H -4.957 -3.551 -2.932
H -3.359 -1.186 -1.796
H -2.899 -2.787 -1.379
H -5.025 -1.423 -0.586
C 3.448 1.926 -3.165
C 2.709 1.654 -4.436
O 1.645 0.662 -4.343
H 4.046 1.081 -2.854
H 2.831 2.141 -2.333
H 4.102 2.771 -3.219
H 3.393 1.463 -5.228
H 2.173 2.547 -4.789
H 2.114 -0.156 -4.094
C 4.894 -1.883 -2.763
C 3.942 -2.367 -3.811
O 2.625 -1.974 -3.400
H 5.211 -2.608 -1.997
H 4.301 -1.129 -2.218
H 5.734 -1.392 -3.208
H 3.970 -3.460 -3.824
H 4.287 -2.005 -4.812
H 2.017 -2.525 -3.812
C 2.148 2.731 0.514
C 1.970 2.412 1.924
O 1.740 3.611 2.647
H 1.327 3.458 0.249
H 2.063 1.841 -0.071
H 3.110 3.182 0.292
H 2.947 2.064 2.305
H 1.174 1.696 2.132
H 1.958 3.380 3.572
C 2.517 -3.876 2.374
C 2.263 -3.203 1.016
O 3.352 -3.421 0.067
H 3.600 -3.728 2.657
H 2.246 -4.899 2.430
H 1.986 -3.388 3.187
H 2.121 -2.100 1.103
H 1.367 -3.596 0.570
H 2.905 -3.153 -0.770
C 5.794 1.086 0.891
C 5.575 -0.321 0.334
O 4.454 -0.973 1.029
H 6.479 1.599 0.280
H 6.223 1.101 1.948
H 4.871 1.590 0.940
H 6.464 -1.012 0.385
H 5.252 -0.219 -0.742
H 4.287 -1.822 0.560
C -4.589 1.001 -4.563
C -4.032 2.360 -4.183
O -3.101 2.287 -3.142
H -3.730 0.374 -4.758
H -5.098 1.103 -5.530
H -5.239 0.515 -3.901
H -4.714 3.030 -3.670
H -3.587 2.807 -5.023
H -2.217 1.923 -3.473
C -0.108 -4.651 -2.132
C -0.609 -3.794 -3.270
O 0.386 -3.620 -4.332
H -0.039 -5.700 -2.455
H -0.897 -4.730 -1.352
H 0.880 -4.325 -1.697
H -0.744 -2.768 -2.847
H -1.519 -4.220 -3.719
H 0.453 -4.425 -4.778
C -1.236 5.454 0.087
C -1.567 4.600 -1.104
O -2.774 3.835 -0.906
H -2.137 6.030 0.349
H -0.399 6.128 -0.116
H -1.015 4.745 0.899
H -0.767 3.866 -1.250
H -1.770 5.165 -2.014
H -2.819 3.313 -1.716
C 5.420 -0.080 4.773
C 4.150 -1.023 4.728
O 3.095 -0.645 3.820
H 6.080 -0.543 5.485
H 5.150 0.934 5.040
H 5.874 -0.066 3.773
H 3.681 -1.223 5.688
H 4.526 -2.010 4.490
H 3.283 -0.619 2.877
C -6.081 1.931 0.678
C -5.432 1.938 -0.669
O -4.547 0.861 -0.813
H -7.066 2.350 0.858
H -5.539 2.363 1.488
H -6.277 0.890 1.052
H -4.894 2.845 -0.911
H -6.275 1.884 -1.460
H -4.052 1.118 -1.592
C -0.454 -0.310 -0.990
C -0.212 -0.127 0.491
O -1.479 -0.421 1.138
H -1.195 0.375 -1.408
H -0.836 -1.270 -1.152
H 0.454 -0.203 -1.562
H 0.040 0.957 0.676
H 0.634 -0.741 0.815
H -1.960 0.388 1.074



Entry 3:
22
Properties=species:S:1:pos:R:3 method="wB97M-V/def2-TZVPD" homo_ev=-23.0223 total_charge=+3 e_above_lowest_kcal_mol=17.5 orbital_gap_ev=4.68 lumo_ev=-18.3
Tl 0.024 0.021 -0.276
O 0.686 -2.482 -1.508
H 1.637 -2.595 -1.641
H 0.283 -3.286 -1.882
O -0.642 2.658 0.795
H -1.513 3.072 0.669
H -0.207 3.187 1.488
O -2.700 0.428 0.275
H -3.343 0.503 1.002
H -3.208 0.616 -0.533
O 2.574 -0.392 -1.609
H 3.483 -0.170 -1.337
H 2.676 -1.086 -2.278
O 1.262 2.174 -1.651
H 0.923 2.901 -2.209
H 2.114 2.493 -1.303
O -0.427 -0.071 2.595
H -0.607 0.566 3.314
H 0.350 -0.572 2.902
O -1.110 -2.290 0.913
H -1.089 -2.544 1.854
H -1.167 -3.131 0.422



Entry 4:
57
Properties=species:S:1:pos:R:3 method="wB97M-V/def2-TZVPD" homo_ev="-14.2256 / -14.2232" total_charge=+2 spin_multiplicity=6 orbital_gap_ev="7.52 / 5.16" lumo_ev="-6.7 / -9.1"
Fe 0.153 -0.786 -0.252
C 2.455 -2.003 -3.644
C 2.392 -1.716 -2.294
N 1.135 -1.367 -1.972
N 0.379 -1.429 -3.093
C 1.161 -1.806 -4.112
B -1.138 -1.061 -3.108
N -1.241 0.416 -2.659
C -1.744 1.520 -3.230
C -1.567 2.594 -2.374
C -0.930 2.056 -1.267
N -0.739 0.747 -1.447
N -1.879 -1.909 -2.027
C -2.966 -2.678 -2.165
C -3.303 -3.214 -0.928
C -2.357 -2.714 -0.053
N -1.504 -1.924 -0.728
N -1.703 -1.425 -4.462
C -2.324 -0.791 -5.498
C -2.589 -1.720 -6.465
C -2.085 -2.931 -5.939
N -1.558 -2.747 -4.748
H 3.316 -2.317 -4.207
H 3.175 -1.738 -1.552
H 0.782 -1.923 -5.112
H -2.202 1.511 -4.201
H -1.856 3.618 -2.530
H -0.605 2.557 -0.369
H -3.451 -2.819 -3.115
H -4.119 -3.877 -0.700
H -2.251 -2.877 1.007
H -2.554 0.259 -5.516
H -3.060 -1.572 -7.421
H -2.086 -3.910 -6.389
C 2.709 2.510 7.290
C 2.185 2.110 5.955
C 1.438 2.999 5.173
C 0.946 2.647 3.941
C 0.158 3.666 3.163
C 1.211 1.325 3.441
C 0.674 1.031 2.175
O 0.777 -0.029 1.479
C 1.978 0.406 4.234
C 2.317 -0.998 3.828
C 2.438 0.827 5.462
H 2.439 3.532 7.545
H 3.796 2.415 7.307
H 2.320 1.838 8.058
H 1.246 3.993 5.557
H 0.079 4.591 3.727
H -0.858 3.321 2.963
H 0.646 3.904 2.216
H 0.084 1.837 1.732
H 1.924 -1.277 2.863
H 1.939 -1.695 4.578
H 3.402 -1.120 3.814
H 3.017 0.142 6.070



Entry 5:
114
Properties=species:S:1:pos:R:3 method="wB97M-V/def2-TZVPD" homo_ev="-0.8015 / -1.1315" total_charge=-2 e_above_lowest_kcal_mol=0.0 spin_multiplicity=3 orbital_gap_ev="4.95 / 5.28" lumo_ev="4.1 / 4.1"
Mo 0.229 -0.665 -0.420
C 1.570 0.193 1.310
Si 0.784 0.826 2.885
C -0.438 2.289 2.568
N -1.525 1.951 1.671
C -2.188 3.088 1.073
C -3.125 3.840 2.033
C -4.178 2.870 2.560
C -3.488 1.660 3.189
C -2.511 1.024 2.184
C 2.217 1.580 3.940
C 3.019 2.596 3.422
C 4.182 3.004 4.048
C 4.587 2.400 5.228
C 3.803 1.396 5.772
C 2.643 0.997 5.134
C 0.074 -0.339 4.233
C 0.578 -1.627 4.382
C 0.167 -2.452 5.413
C -0.779 -2.009 6.321
C -1.284 -0.728 6.203
C -0.851 0.094 5.177
H 2.289 -0.585 1.598
H 2.188 1.007 0.912
H 0.143 3.068 2.069
H -0.785 2.742 3.514
H -2.782 2.719 0.229
H -1.434 3.776 0.681
H -3.595 4.678 1.510
H -2.539 4.244 2.862
H -4.800 2.534 1.726
H -4.831 3.369 3.289
H -4.225 0.914 3.495
H -2.948 1.973 4.085
H -3.080 0.646 1.327
H -2.003 0.174 2.640
H 2.726 3.066 2.493
H 4.792 3.784 3.608
H 5.508 2.699 5.714
H 4.107 0.908 6.691
H 2.049 0.206 5.569
H 1.305 -1.985 3.670
H 0.574 -3.451 5.509
H -1.120 -2.650 7.125
H -2.014 -0.368 6.918
H -1.232 1.104 5.123
C -0.350 -4.482 2.616
C 0.209 -3.489 1.633
S -0.707 -2.003 1.507
C 1.302 -3.713 0.885
C 2.121 -4.975 0.930
S 1.873 -2.553 -0.287
H -1.146 -4.002 3.176
H 0.416 -4.829 3.310
H -0.761 -5.344 2.089
H 1.717 -5.689 1.642
H 3.149 -4.734 1.199
H 2.139 -5.434 -0.057
C -0.925 -1.150 -3.464
C 0.198 -1.450 -2.451
O 1.126 -2.104 -2.892
H -0.811 -1.810 -4.330
H -0.768 -0.123 -3.789
H -1.923 -1.261 -3.049
C -2.990 2.410 -3.703
C -1.854 2.387 -2.740
C -0.804 3.252 -2.515
C -0.031 2.649 -1.507
N -0.579 1.494 -1.150
N -1.680 1.368 -1.886
C 1.196 3.221 -0.890
H -3.130 3.412 -4.104
H -3.907 2.082 -3.213
H -2.794 1.725 -4.530
H -0.602 4.177 -3.024
H -2.240 0.531 -1.699
H 1.104 4.307 -0.829
H 2.069 2.980 -1.495
H 1.339 2.799 0.100
C 4.654 -2.269 -2.801
C 3.707 -2.235 -3.957
C 3.148 -3.421 -4.410
C 2.228 -3.413 -5.437
Cl 1.541 -4.912 -5.970
C 1.847 -2.240 -6.058
C 2.412 -1.057 -5.624
C 3.335 -1.042 -4.584
O 3.916 0.173 -4.279
C 3.624 0.725 -3.002
C 2.119 0.608 -2.606
O 1.265 0.936 -3.423
O 1.957 0.233 -1.418
H 5.148 -3.236 -2.737
H 4.081 -2.122 -1.883
H 5.407 -1.488 -2.886
H 3.408 -4.347 -3.920
H 1.106 -2.248 -6.844
H 2.121 -0.114 -6.058
H 3.896 1.783 -3.089
H 4.218 0.265 -2.206
Cl -2.883 -7.494 -0.073
C -2.864 -5.754 -0.160
C -3.929 -5.049 0.375
C -3.939 -3.675 0.263
C -2.890 -3.003 -0.363
C -1.820 -3.740 -0.880
C -1.804 -5.115 -0.786
C -2.984 -1.522 -0.566
O -4.098 -0.983 -0.662
O -1.898 -0.862 -0.708
H -4.740 -5.575 0.859
H -4.766 -3.094 0.642
H -1.001 -3.220 -1.363
H -0.978 -5.681 -1.192



Entry 6:
17
Properties=species:S:1:pos:R:3 method="wB97M-V/def2-TZVPD" homo_ev=-9.1779 e_above_lowest_kcal_mol=82.2 orbital_gap_ev=7.74 lumo_ev=-1.4
C -1.515 -1.295 0.817
N -0.733 -0.104 0.457
C 0.147 -0.405 -0.721
C 0.991 0.814 -1.125
S 1.899 0.364 -2.593
H -2.239 -1.046 1.662
H -0.768 -2.101 1.160
H -2.079 -1.727 0.012
H -1.445 0.645 0.192
H 0.829 -1.209 -0.441
H -0.430 -0.707 -1.533
H 0.277 1.646 -1.355
H 1.671 1.130 -0.303
H 0.274 1.396 -3.261
H 0.574 0.516 1.802
H 1.164 1.341 2.994
O 1.382 0.741 2.236



Entry 7:
81
Properties=species:S:1:pos:R:3 method="wB97M-V/def2-TZVPD" homo_ev=-6.2333 e_above_lowest_kcal_mol=61.2 orbital_gap_ev=3.98 lumo_ev=-2.3
C -3.046 -5.323 -1.974
C -2.178 -4.241 -1.459
C -1.043 -3.722 -2.045
C -0.432 -2.674 -1.288
C -1.109 -2.430 -0.109
B -0.472 -1.709 1.204
C -1.267 -0.462 0.489
C -2.618 -0.223 0.713
C -3.224 0.934 0.258
C -4.688 1.150 0.521
F -5.445 1.056 -0.604
F -5.180 0.240 1.420
F -4.920 2.393 1.056
C -2.510 1.897 -0.456
C -1.171 1.631 -0.720
C -0.351 2.640 -1.480
F 0.186 3.590 -0.614
F 0.711 2.061 -2.118
F -1.076 3.327 -2.402
C -0.558 0.464 -0.274
O -0.974 -2.442 2.317
C 0.071 -3.390 2.617
C 0.132 -3.491 4.135
C -0.354 -4.740 2.079
C 1.387 -2.800 1.898
C 2.474 -2.327 2.847
C 2.039 -3.747 0.910
O 0.934 -1.641 1.180
S -2.539 -3.404 0.028
H -2.508 -5.851 -2.769
H -3.297 -6.027 -1.172
H -3.984 -4.922 -2.388
H -0.671 -4.086 -3.001
H 0.442 -2.114 -1.596
H -3.214 -0.968 1.235
H -2.974 2.821 -0.791
H 0.483 0.285 -0.536
H 0.920 -4.197 4.439
H 0.300 -2.512 4.601
H -0.829 -3.878 4.500
H 0.342 -5.514 2.430
H -1.350 -4.996 2.457
H -0.393 -4.764 0.984
H 2.922 -3.168 3.389
H 3.251 -1.820 2.261
H 2.079 -1.594 3.557
H 2.385 -4.659 1.419
H 1.381 -4.025 0.083
H 2.920 -3.255 0.480
C 5.346 3.315 1.816
O 4.919 2.423 2.876
C 3.599 2.102 2.931
C 3.184 1.279 4.008
C 1.931 0.720 3.988
C 1.022 1.003 2.932
C -0.309 0.453 2.930
C -1.392 1.294 3.302
C -2.642 0.724 3.701
C -3.684 1.524 4.062
C -3.577 2.940 3.997
O -4.701 3.643 4.283
C -4.634 5.081 4.385
C -2.358 3.527 3.595
C -1.293 2.715 3.268
C 1.406 1.938 1.945
C 2.659 2.515 1.951
H 6.406 3.472 2.025
H 5.212 2.845 0.828
H 4.795 4.269 1.844
H 3.900 1.078 4.803
H 1.593 0.078 4.810
H -0.417 -0.608 3.139
H -2.741 -0.366 3.723
H -4.653 1.128 4.369
H -5.639 5.351 4.712
H -3.889 5.407 5.123
H -4.417 5.539 3.410
H -2.264 4.610 3.506
H -0.367 3.195 2.963
H 0.684 2.232 1.183
H 2.929 3.255 1.194



Entry 8:
24
Properties=species:S:1:pos:R:3 method="wB97M-V/def2-TZVPD" homo_ev=-6.8489 e_above_lowest_kcal_mol=103.3 orbital_gap_ev=7.57 lumo_ev=0.7
C -0.724 -0.025 0.424
C 0.539 -0.208 -0.178
C -1.494 -0.790 -1.426
C -1.424 1.299 0.542
C 1.137 -1.592 -0.250
C 1.350 0.604 1.622
C 1.096 0.766 -1.182
O -1.115 -0.963 1.335
H -1.696 -0.563 1.991
H -2.497 1.137 0.417
H -1.255 1.729 1.530
H -2.107 0.017 -1.820
H -2.097 -1.583 -0.994
H -0.890 -1.182 -2.239
H -1.108 2.010 -0.213
H 0.866 0.436 -2.195
H 1.163 -1.933 -1.284
H 0.583 -2.311 0.347
H 2.167 -1.562 0.108
H 1.039 0.048 2.502
H 1.161 1.672 1.692
H 2.399 0.418 1.406
H 2.182 0.796 -1.079
H 0.722 1.778 -1.055



no.,calculated total energy (eV)
1,-17894.2953
2,-71715.3693
3,-19216.8340
4,-72222.4031
5,-121770.1896
6,-17658.8563
7,-71831.6932
8,-9561.7929